DFT (the ωB97M-V functional and the def2-TZVPD basis) results for C7H15F6KN2O10S3 as an isolated structure in a non-equilibrium geometry.

Last column: Löwdin charge in e.
Cartesian coordinates (Å):
K -1.261 -0.476 -0.087  1.0504
S -0.342 0.210 2.716  0.7596
S 0.751 0.788 -1.868  0.8668
S -0.358 2.306 -0.140  0.6606
F 1.294 1.690 -4.424  0.1764
F -0.507 2.334 -3.732  0.1876
F -2.807 3.835 0.019  0.1129
F -1.913 3.219 1.925  0.1108
F -2.920 1.705 0.729  0.1119
F -0.239 0.235 -4.421  0.1689
O 0.382 1.970 1.071  -0.3061
O -0.828 1.473 3.221  -0.2456
O 0.048 3.507 -0.881  -0.2770
O 2.009 1.501 -1.575  -0.2578
O -1.946 -0.036 -1.957  -0.3182
O -1.107 -0.525 1.713  -0.5328
O 0.014 -1.920 -0.072  -0.2270
O 1.141 0.580 2.052  -0.3486
O 0.910 -0.687 -1.952  -0.3103
O -0.591 -3.928 0.437  0.1079
N -0.747 1.128 -0.968  -0.5003
N -0.052 -3.118 -0.266  -0.3635
C -3.061 0.661 -2.442  -0.0962
C 0.897 -3.736 -1.308  0.1044
C 0.243 1.283 -3.766  -0.6463
C 1.877 -0.474 1.384  -0.2288
C 3.271 -0.568 2.075  -0.0304
C 0.389 -0.841 4.054  -0.0735
C -2.166 2.810 0.666  -0.5191
H 3.879 0.294 1.804  0.0875
H 3.110 -0.729 3.141  0.0646
H -3.917 0.057 -2.745  0.0881
H 1.961 -0.057 0.381  0.0970
H 1.387 -2.887 -1.786  0.0790
H -2.730 1.122 -3.372  0.0821
H -1.439 0.711 -1.630  -0.3167
H 0.249 -4.414 -1.863  0.1074
H 1.479 -1.484 1.485  0.1036
H 0.572 -1.805 3.581  0.0677
H 1.281 -0.330 4.415  0.0685
H 1.658 -4.194 -0.677  0.1034
H -3.354 1.267 -1.585  0.0843
H -0.229 -0.983 4.941  0.0710
H 3.711 -1.494 1.705  0.0758

Results
Electronic energy   -3530.62202 a.u.
Relative energy (zero: lowest compared OMol25 entry of this formula, charge and spin)   1640.1 kJ/mol
Lowest unoccupied orbital energy   -0.53 eV
2S+1   1
HOMO level   -9.40 eV
Charge   0

DFT (the ωB97M-V functional and the def2-TZVPD basis) results for an isolated ion of composition C7H15N and charge -1 in a non-equilibrium geometry.

Last column: Löwdin spin population.
Cartesian coordinates (Å):
N 0.164 -0.349 0.115  0.0032
C 0.103 -0.064 -1.338  0.0911
C -1.718 0.248 1.455  0.1221
C 1.042 1.133 -1.589  0.0848
C -0.540 -1.585 0.424  0.0606
C -1.554 -1.257 1.532  0.0548
C 2.551 0.998 -1.336  0.0673
C -0.328 0.749 0.998  0.1259
H 0.858 1.939 -0.868  0.0226
H -1.010 -2.087 -0.429  0.0213
H 0.398 0.729 1.811  0.0406
H 3.133 1.577 -2.056  0.0141
H -0.851 0.353 -1.682  0.0514
H -1.222 -1.520 2.540  0.0165
H 0.121 -2.370 0.817  0.0166
H -0.445 1.642 0.398  0.0416
H 0.822 1.575 -2.559  0.0252
H -2.556 0.672 0.898  0.0473
H -2.506 -1.790 1.430  0.0184
H 2.816 -0.019 -1.689  0.0068
H 0.652 -0.867 -1.816  0.0148
H -1.907 0.732 2.427  0.0406
H 2.882 1.093 -0.309  0.0121

Results
Electronic energy   -330.36150 a.u.
Relative energy (zero: lowest compared OMol25 entry of this formula, charge and spin)   92.8 kJ/mol
<S²>   0.750
Lowest unoccupied orbital energy (alpha / beta)   4.12 / 4.17 eV
2S+1   2
HOMO level (alpha / beta)   1.50 / -4.72 eV
Charge   -1

DFT (the ωB97M-V functional and the def2-TZVPD basis) results for a 2-piece molecular cluster, C7H15N overall.

Last column: Löwdin charge in e.
Cartesian coordinates (Å):
N -0.401 -2.332 1.456  0.0347
C 1.222 0.643 -1.427  -0.1878
C 0.783 -0.122 -2.640  -0.1078
C 2.754 2.185 -0.169  -0.1088
C -3.116 0.349 1.426  -0.1231
C -2.432 -0.986 1.441  -0.1909
C -1.117 -1.141 1.370  -0.2576
C 2.300 1.406 -1.363  -0.1908
H -0.508 -0.247 1.287  0.0937
H -0.948 -3.166 1.305  0.0796
H -0.297 -0.048 -2.764  0.0682
H -2.394 1.164 1.383  0.0667
H 2.916 1.491 -2.258  0.1029
H 1.256 0.264 -3.543  0.0692
H 2.080 2.036 0.674  0.0681
H -3.735 0.467 2.317  0.0652
H 1.023 -1.186 -2.572  0.0692
H 0.580 0.576 -0.554  0.0780
H 0.444 -2.357 0.906  0.0711
H 2.785 3.252 -0.395  0.0700
H -3.785 0.429 0.565  0.0651
H -3.045 -1.875 1.548  0.0949
H 3.758 1.889 0.139  0.0702

Results
Electronic energy   -330.42299 a.u.
Relative energy (zero: lowest compared OMol25 entry of this formula, charge and spin)   117.9 kJ/mol
Lowest unoccupied orbital energy   1.05 eV
2S+1   1
Structure (SMILES)   C/C=C/C.C/C=C/N
HOMO level   -8.01 eV
Charge   0

DFT (the ωB97M-V functional and the def2-TZVPD basis) results for a single C7H15N molecule in a non-equilibrium geometry.

Last column: Löwdin charge in e.
Cartesian coordinates (Å):
N -1.458 -1.448 0.265  0.0664
C -0.727 0.134 0.065  -0.4233
C 0.706 -0.141 0.768  -0.3918
C -1.438 1.113 1.001  -0.0603
C -0.617 0.564 -1.385  -0.0616
C -1.494 -2.148 -0.737  -0.1545
C 1.507 -1.345 0.299  -0.1017
C 1.676 1.067 0.816  -0.0698
H 2.686 0.712 1.132  0.0896
H -1.566 0.804 2.054  0.0870
H -2.306 1.562 0.598  0.0592
H 2.202 -1.673 1.093  0.0834
H 1.315 1.825 1.547  0.0826
H -2.021 -3.089 -0.612  0.0677
H 0.410 -0.348 1.769  0.1049
H -0.374 1.655 -1.294  0.1064
H 1.803 1.286 -0.183  0.0419
H 0.023 -0.247 -1.788  0.0775
H 0.935 -2.243 -0.090  0.0703
H -0.575 1.889 1.203  0.0953
H -1.541 0.469 -1.966  0.0798
H 2.097 -1.146 -0.645  0.0884
H -1.158 -1.913 -1.736  0.0625

Results
Electronic energy   -330.37220 a.u.
Relative energy (zero: lowest compared OMol25 entry of this formula, charge and spin)   251.3 kJ/mol
Lowest unoccupied orbital energy   0.99 eV
2S+1   1
Structure (SMILES)   C=NC(C)(C)C(C)C
HOMO level   -9.00 eV
Charge   0